The following is a DFT calculation (ωB97M-V with the def2-TZVPD basis set) of 11 unconnected molecules or ions with the total composition C43H88NO35P3 at a distorted geometry.

```
! RIJCOSX wB97M-V def2-TZVPD def2/J DEFGRID3
* xyz 0 1
H -35.593 -21.340 19.620
H -26.861 -37.654 19.144
H -21.589 -22.135 23.476
O -25.571 -20.367 11.503
C -20.646 -27.640 24.921
C -24.969 -20.940 10.304
H -22.261 -28.832 12.222
C -25.728 -25.507 19.691
O -23.293 -26.570 11.715
H -28.667 -24.445 20.998
H -21.413 -21.674 21.174
H -32.828 -20.272 14.945
C -25.525 -24.509 18.677
H -35.305 -19.919 10.622
C -30.348 -18.279 21.746
C -23.892 -35.312 26.923
H -25.812 -20.835 9.621
H -20.392 -26.890 24.172
H -25.791 -24.301 13.750
H -33.153 -24.239 28.908
C -22.541 -21.966 22.971
H -35.667 -25.423 24.674
C -26.853 -25.477 20.508
H -31.951 -21.860 14.890
O -25.655 -19.226 13.268
H -20.383 -18.088 23.170
H -23.388 -34.637 27.615
H -30.511 -21.276 13.137
H -24.280 -18.218 14.501
C -34.919 -20.486 19.694
H -26.548 -25.890 13.232
C -17.056 -25.950 27.738
C -33.609 -25.556 23.965
H -20.623 -25.232 12.481
O -25.451 -32.265 25.677
H -34.574 -20.830 11.987
C -22.339 -28.909 13.307
O -19.258 -25.414 26.174
O -17.715 -26.869 26.942
H -29.060 -21.637 26.202
C -22.298 -21.232 21.633
H -30.458 -27.648 27.227
H -24.712 -21.998 10.344
O -22.797 -27.767 14.059
H -20.584 -16.455 22.393
H -23.249 -35.622 26.099
H -29.407 -21.309 32.115
O -22.214 -17.692 22.180
O -19.554 -27.715 25.973
H -23.247 -21.248 21.098
H -25.564 -32.216 23.519
H -20.111 -17.819 21.545
H -35.618 -19.628 21.704
O -22.344 -35.725 20.472
H -28.243 -33.372 28.489
H -29.439 -19.749 31.263
H -26.606 -22.725 17.956
O -32.175 -27.937 26.058
H -29.988 -17.572 22.494
H -24.287 -37.274 19.356
H -35.315 -24.274 23.348
C -26.405 -23.457 18.725
H -29.272 -23.292 26.814
H -25.907 -17.289 16.091
H -33.181 -24.631 24.350
H -16.733 -24.976 27.371
H -31.246 -20.498 15.666
H -24.143 -20.376 9.872
H -22.978 -21.318 23.731
O -33.333 -19.946 10.580
H -26.074 -19.014 15.937
C -33.018 -23.384 29.570
H -25.371 -17.134 13.655
C -32.099 -26.957 25.122
C -34.730 -19.880 21.124
H -27.037 -36.047 19.556
C -31.020 -28.462 26.769
H -24.676 -24.443 18.013
C -25.002 -36.669 19.913
H -22.064 -26.341 25.951
O -30.594 -21.313 30.385
C -25.304 -18.106 14.144
O -29.948 -21.631 28.035
H -33.967 -20.844 19.301
C -31.869 -20.775 14.816
O -24.078 -19.156 22.132
H -25.059 -37.212 20.857
H -22.146 -24.343 12.046
O -25.204 -34.834 26.500
C -27.757 -24.473 20.417
C -18.876 -26.562 26.350
H -35.456 -25.991 22.995
C -29.442 -20.832 31.136
C -29.714 -22.297 26.773
H -30.278 -29.012 26.190
H -21.849 -32.106 20.372
O -33.350 -26.828 24.629
O -31.091 -26.333 24.763
C -21.484 -24.673 12.847
O -23.137 -33.689 20.078
C -32.167 -20.193 11.149
C -22.873 -18.959 22.080
H -34.387 -18.998 11.904
H -16.121 -26.157 28.259
C -23.343 -34.983 20.287
H -27.246 -17.998 15.011
O -32.193 -22.524 28.886
H -27.029 -26.106 21.369
H -28.217 -22.648 19.353
C -25.025 -19.314 12.051
O -24.646 -35.327 20.010
C -27.500 -23.434 19.536
O -23.857 -26.639 18.961
O -24.605 -25.978 14.020
H -34.416 -20.744 21.710
H -22.981 -29.735 13.612
H -21.233 -33.468 19.336
C -34.508 -19.938 11.364
C -35.122 -25.272 23.743
H -21.312 -29.092 13.622
O -29.919 -23.710 29.639
O -24.089 -18.570 11.685
O -31.970 -20.146 20.619
P -23.303 -26.500 13.244
H -29.888 -19.187 22.136
H -29.845 -18.065 20.803
O -33.772 -18.898 21.144
H -21.029 -23.826 13.360
C -20.799 -17.522 22.336
C -28.385 -33.922 27.558
H -22.982 -22.959 22.897
H -28.268 -34.988 27.752
O -21.973 -19.926 21.771
O -31.077 -20.127 10.556
H -20.794 -28.547 24.334
C -26.142 -31.965 24.409
H -31.581 -29.132 27.420
H -24.052 -36.292 27.371
N -24.769 -26.615 19.789
C -26.317 -36.711 19.078
O -31.794 -18.299 21.752
H -22.933 -27.426 24.908
H -29.430 -33.754 27.297
O -27.467 -33.634 26.555
C -25.639 -25.298 13.338
H -30.675 -22.465 26.286
H -27.036 -32.582 24.321
O -32.198 -20.428 12.457
H -21.285 -33.558 21.036
O -25.510 -32.993 28.177
H -35.216 -19.693 19.008
H -26.292 -30.885 24.419
P -30.588 -22.463 29.293
C -26.234 -18.074 15.409
P -25.926 -33.393 26.816
H -33.170 -25.708 22.979
C -21.852 -33.180 20.185
H -22.228 -27.992 26.391
H -30.743 -19.436 13.362
C -31.150 -20.445 13.437
O -24.989 -27.579 20.471
C -32.471 -19.213 21.116
H -26.047 -36.476 18.048
H -17.635 -25.522 28.557
H -25.230 -25.189 12.334
C -22.043 -27.347 25.532
H -28.491 -20.914 30.610
H -32.726 -23.604 30.596
H -33.930 -22.788 29.546
O -22.135 -25.484 13.784
*
```

Summary:
* energy relative to the best compared isomer or geometry (same formula, charge and spin): 801.48 kJ/mol
* orbital gap: 9.61 eV